ORCA calculation (ωB97M-V with the def2-TZVPD basis set) on a molecular structure, C24H28AuN4O4S6Se.

Calculated values
Net charge = -1
Orbital gap (spin up / spin down) = 0.19708 / 0.19719 hartree
Strongest force on any atom = 0.229 eV Å⁻¹
Energy relative to the best compared isomer or geometry (same formula, charge and spin) = 7.6 kcal per mole

The geometry in XYZ format:
```
68
C24H28AuN4O4S6Se ωB97M-V with the def2-TZVPD basis set
Au 0.3327 -0.2464 0.0005
Se 1.1012 1.3448 -1.8311
S -0.3252 -1.8723 1.5761
S -3.9259 -0.2774 3.2870
S -3.4317 -0.9694 0.4543
S -0.2105 1.4558 1.4639
S -1.2845 -0.8286 4.2049
S -3.2376 0.3743 6.1110
O -3.7808 -0.5517 -2.7765
O -3.6826 0.9125 -4.3485
O 0.9947 -1.9202 -0.9674
O 1.8400 -3.0082 -2.6967
N -2.5199 2.6914 1.7393
N -2.0283 2.0715 -0.4090
N -3.1904 0.0311 -3.6593
N 3.0342 5.0472 0.3751
C -3.6969 3.7921 -1.1735
C 1.8624 2.8234 -0.8925
C 0.1135 -0.2365 -5.3287
C 0.2288 -1.3783 -3.2014
C -1.2014 0.1169 -5.0759
C -1.0975 -1.0544 -2.9410
C -2.8494 -0.9103 2.0425
C -1.7818 -0.3208 -3.8997
C -1.7060 2.0947 0.8743
C -2.3307 2.8263 3.1816
C 2.5780 2.6897 0.2942
C -3.3774 2.3209 -0.9023
C -0.5110 4.6767 3.1632
C 1.7722 4.1014 -1.4345
C -0.4083 5.1580 1.7164
C 3.1260 3.8168 0.8824
C 2.3702 5.1624 -0.7721
C -2.8309 -0.2283 4.6201
C -1.6005 -1.2238 2.5249
C 1.0951 -2.1637 -2.2390
C -1.6489 4.3677 -2.5983
C -1.9017 4.2230 3.6145
C 0.8136 -0.9929 -4.4044
C -3.1695 4.3132 -2.5092
H -1.5960 2.0857 3.4955
H -0.4856 4.3471 0.9918
H -1.1976 3.3743 -2.5872
H -3.3025 4.4204 -0.3654
H -3.5654 3.6829 -3.3117
H -1.9397 4.2166 4.7071
H 2.7054 1.7198 0.7573
H 3.6743 3.7251 1.8144
H 2.3019 6.1635 -1.1873
H -1.2274 4.9257 -1.7577
H -1.3322 4.8570 -3.5216
H -1.3356 1.6596 -1.0268
H -3.4990 1.7437 -1.8166
H 0.2062 3.8683 3.3355
H -1.7818 0.7062 -5.7695
H 0.5903 0.0821 -6.2461
H -4.7848 3.9000 -1.1551
H -3.3348 3.1415 1.3533
H -3.2711 2.5567 3.6636
H 0.5558 5.6371 1.5431
H -1.1927 5.8883 1.4948
H -0.2031 5.4983 3.8154
H -3.5764 5.3150 -2.6733
H 1.2412 4.2716 -2.3617
H -1.5931 -1.3505 -2.0208
H -2.6500 4.9554 3.2876
H -4.0744 1.8693 -0.1898
H 1.8380 -1.2879 -4.5870
```

***

ORCA calculation (ωB97M-V with the def2-TZVPD basis set) on a molecular structure, C27H35F3N6NiOS2 at a distorted geometry.

Calculated values
Net charge = 0
Orbital gap (spin up / spin down) = 0.29540 / 0.28190 hartree
Strongest force on any atom = 1.933 eV Å⁻¹
2S+1 = 3

The geometry in XYZ format:
```
75
C27H35F3N6NiOS2 ωB97M-V with the def2-TZVPD basis set
Ni -0.2207 0.1234 -0.3373
S -2.4858 0.2146 0.6575
S -1.9383 1.9730 3.0668
F 5.9218 -2.3053 -6.9947
F 7.4271 -1.9472 -5.4840
F 6.8081 -0.3367 -6.7953
O -3.5322 -0.1138 2.9216
N -1.5324 -2.8937 -0.3652
N -1.3053 -3.1932 1.9162
N 2.9887 2.1682 1.2593
N 1.0340 0.8365 1.1354
N 0.0780 -1.6590 0.7362
N 1.0985 2.9061 0.1335
C 2.1460 0.0833 3.2146
C -3.9470 0.1919 4.2493
C 5.2815 -1.0288 -5.1212
C -2.9803 -3.1061 -0.3283
C 3.2177 -0.4500 -3.3406
C 3.7885 0.5567 -4.1237
C 6.3559 -1.3922 -6.0952
C 1.2109 0.0541 -1.6926
C 3.7165 -1.7547 -3.4539
C -0.8668 -2.5597 0.7851
C 2.4028 -2.2753 3.5678
C -1.0509 -2.2900 -1.5873
C 1.6978 1.9357 0.8801
C 1.4280 -0.1510 2.0403
C 4.0117 1.1449 1.1592
C 4.7366 -2.0418 -4.3385
C 2.1431 -0.1705 -2.4423
C 1.5935 -2.5231 2.4714
C 2.6232 -0.9689 3.9776
C 1.0162 -1.4726 1.7580
C -2.6669 0.6966 2.2844
C -1.6102 -4.6099 1.9197
C -0.2949 2.7225 -0.1930
C 3.4617 3.4785 1.6533
C 1.8792 3.6988 -0.8099
C -1.3261 -2.5481 3.2110
C 4.8123 0.2706 -5.0096
H 1.4388 3.6066 -1.8026
H -4.4527 -0.6973 4.6192
H 3.2923 -2.5347 -2.8362
H -1.7176 -2.5390 -2.4082
H 3.1857 -0.7687 4.8806
H 1.8894 4.7536 -0.5273
H 2.6247 4.1322 1.8899
H -1.0146 -1.1893 -1.4745
H 4.0763 3.9525 0.8810
H -3.0989 0.4332 4.8868
H 1.3807 -3.5420 2.1714
H -0.6560 3.5491 -0.7989
H -1.2408 -1.4700 3.0953
H 3.6159 0.2586 0.6690
H -3.4822 -2.2728 -0.8226
H -0.8906 2.6512 0.7107
H 5.1169 -3.0508 -4.4354
H 4.8395 1.5335 0.5587
H -0.5208 -2.8881 3.8680
H -3.2457 -4.0324 -0.8423
H 5.2440 1.0523 -5.6196
H -0.4294 1.7809 -0.7760
H -3.3280 -3.1400 0.6985
H 4.0781 3.3705 2.5497
H 2.8294 -3.1019 4.1213
H 4.4003 0.8628 2.1410
H -2.6090 -4.7968 2.3227
H 3.4163 1.5680 -4.0310
H 2.8983 3.3262 -0.8746
H -0.0410 -2.6189 -1.8205
H -4.6309 1.0418 4.2477
H 2.3230 1.1072 3.5158
H -0.8866 -5.1442 2.5459
H -2.2821 -2.7690 3.6922
H -1.5519 -5.0061 0.9098
```

***

ORCA calculation (ωB97M-V with the def2-TZVPD basis set) on a molecular structure, CH2Br2S at a distorted geometry.

Calculated values
Net charge = 0
Orbital gap = 0.27510 hartree
Strongest force on any atom = 3.884 eV Å⁻¹
Energy relative to the best compared isomer or geometry (same formula, charge and spin) = 34.0 kcal per mole

The geometry in XYZ format:
```
6
CH2Br2S ωB97M-V with the def2-TZVPD basis set
Br 0.2520 1.4973 1.5278
Br -2.4961 1.5370 -0.7866
S 0.0405 -0.9567 -0.2470
C -0.0230 0.6838 -0.2020
H -0.5251 -1.1752 0.8544
H 0.6634 1.3186 -0.8502
```

***

ORCA calculation (ωB97M-V with the def2-TZVPD basis set) on a molecular structure, C18H57AsF6N15O9 at a distorted geometry.

Calculated values
Net charge = -1
Orbital gap = 0.27903 hartree
Strongest force on any atom = 2.549 eV Å⁻¹
Energy relative to the best compared isomer or geometry (same formula, charge and spin) = 1.3 kcal per mole

The geometry in XYZ format:
```
106
C18H57AsF6N15O9 ωB97M-V with the def2-TZVPD basis set
As 17.1565 15.5116 -0.1999
F 18.5465 14.5491 -0.6211
F 17.9180 15.9369 1.2994
F 15.7641 16.4771 0.2437
F 16.4054 14.0637 0.5054
F 17.9199 16.8631 -0.9893
F 16.3290 15.1477 -1.6893
O 16.8295 20.7802 2.7339
O 21.6574 14.7189 -1.6403
O 20.1570 19.3670 -2.9767
O 13.0882 12.5155 5.1118
O 20.4275 13.0678 3.4514
O 15.8874 18.0771 -5.7134
O 12.6290 18.7933 0.4309
O 12.6826 15.1443 -2.4597
O 16.5139 21.9194 -1.0126
N 21.8782 18.0487 -3.6510
N 17.5886 19.9322 -1.2309
N 11.5297 13.4383 -1.5054
N 17.3263 11.8091 2.0168
N 17.6658 17.4174 -4.4333
N 15.5372 16.8040 -3.8368
N 13.7751 13.7019 -1.0703
N 18.2219 19.0597 2.2430
N 20.2769 12.9684 -2.0073
N 20.2855 17.2078 -2.2489
N 18.2415 21.7634 -2.4675
N 13.1663 21.0422 -1.3656
N 16.0967 19.0911 1.3997
N 22.4674 12.8811 -2.7193
N 14.3316 12.3529 1.5804
C 13.4613 18.6792 -0.7313
C 13.3794 11.9849 3.8390
C 18.1717 12.1895 3.1618
C 20.7380 18.2807 -2.9529
C 21.6017 13.6419 2.9080
C 19.3597 12.9595 2.5235
C 21.4703 13.6017 -2.1193
C 18.5722 10.8995 3.8640
C 14.0265 12.9540 2.8953
C 12.0680 11.8552 5.8191
C 12.6752 14.1739 -1.7104
C 17.3978 21.2408 -1.5357
C 16.3267 17.4331 -4.7719
C 13.2047 19.4306 -3.2055
C 13.1920 14.2409 2.6575
C 17.0135 19.6853 2.2194
C 12.8088 19.6495 -1.7205
C 12.8133 17.6949 1.2982
H 12.3650 10.8368 6.0880
H 15.0919 11.6947 1.7715
H 13.7920 12.8623 -0.5170
H 10.8023 13.7063 -2.1414
H 14.8950 13.4917 3.3076
H 13.6430 14.8418 1.8756
H 14.8837 13.1107 1.1748
H 22.2784 11.9395 -2.9967
H 19.4258 17.2837 -1.7393
H 12.8986 20.2901 -3.7938
H 16.1769 18.1656 0.9931
H 14.1463 21.1310 -1.1092
H 22.1242 13.0048 2.1843
H 17.7549 12.9091 3.8649
H 14.4726 19.0408 -0.5455
H 18.9351 19.4493 2.8358
H 13.0260 21.6317 -2.1737
H 18.2842 19.3588 -1.6646
H 14.5851 16.6282 -4.1086
H 18.3255 18.0601 2.1608
H 21.3249 14.5516 2.3636
H 18.2237 17.9954 -5.0375
H 18.9014 21.1396 -2.9002
H 12.0196 17.8402 2.0460
H 18.9871 13.9856 2.4047
H 12.8284 18.4377 -3.4751
H 22.2468 13.8153 3.7656
H 11.7224 19.5353 -1.7022
H 14.6051 14.2614 -1.1288
H 11.1352 11.7910 5.2440
H 22.3636 17.1851 -3.4937
H 18.3031 22.7428 -2.6544
H 18.8480 10.1369 3.1346
H 17.7075 10.5492 4.4312
H 11.5791 12.6464 -0.8948
H 17.1355 19.6503 -0.3722
H 11.8785 12.5128 6.6646
H 12.4279 11.6979 3.3592
H 13.3598 17.6825 -1.1706
H 23.3450 13.3644 -2.7604
H 12.1182 14.0313 2.5932
H 15.9828 16.1911 -3.1614
H 17.8116 11.1607 1.4090
H 22.1895 18.7584 -4.2844
H 15.1863 19.5206 1.3602
H 19.3879 11.0379 4.5724
H 17.1551 12.6278 1.4320
H 12.5195 16.7324 0.8645
H 19.6610 12.5823 1.5412
H 19.5821 13.4771 -1.4701
H 20.1779 11.9755 -2.1025
H 13.1891 14.7657 3.6202
H 20.8302 16.3559 -2.1997
H 14.2916 19.3485 -3.3018
H 17.9122 17.1589 -3.5017
H 13.9288 11.0415 3.9668
H 13.7240 17.5916 1.8933
```

***

| no. | molar mass (g/mol) |
| --- | --- |
| 1 | 904.8 |
| 2 | 639.4 |
| 3 | 205.9 |
| 4 | 816.7 |